Entry 1:
The following is a quantum chemistry calculation of a structure of composition C10H14BClFeN6, from the Open Molecules 2025 dataset.

XYZ file:
```
33
Properties=species:S:1:pos:R:3:mulliken_spin:R:1
H 1.9954 -2.4919 -1.9206 -0.004
N 0.6960 -0.9486 -1.3491 0.039
B -0.9980 0.8943 -1.2497 -0.049
N -0.1554 -0.1209 -2.0694 0.000
C -0.0259 -0.3677 -3.3947 0.003
Fe 0.8832 -0.8178 1.0176 3.677
H -0.6003 0.2102 -4.1133 0.000
C 0.9211 -1.3874 -3.5584 0.004
H 1.2786 -1.8311 -4.4713 0.001
C 1.3141 -1.7214 -2.2447 0.000
H -1.6492 1.6182 -1.9364 0.000
C 1.5942 -1.0062 3.0280 -0.023
H 2.3780 -1.7555 2.9053 0.013
H 0.6494 -1.4574 3.3347 0.009
H 1.9089 -0.4088 3.9054 0.003
N 0.0684 1.6425 -0.3810 0.027
N -1.8412 0.1017 -0.2226 0.011
N 0.9383 0.9387 0.4906 0.041
N -1.1727 -0.7118 0.7015 0.030
C 0.3570 2.9575 -0.3325 0.033
C -3.1712 0.0428 0.0071 0.007
H -0.1905 3.6775 -0.9424 0.002
H -3.8514 0.6241 -0.5904 0.001
C 1.4268 3.1455 0.5477 0.000
C -3.3960 -0.8343 1.0705 0.008
C 1.7681 1.8828 1.0323 0.074
C -2.1264 -1.2974 1.4550 -0.005
H 1.9076 4.0733 0.8294 0.000
H -4.3362 -1.1072 1.5133 0.000
H 2.5255 1.5856 1.7386 -0.004
H -1.8592 -2.0098 2.2116 0.002
H 1.5637 -0.1699 2.1911 -0.008
Cl 1.1992 -2.9497 0.7966 0.110
```

Output
Multiplicity   5
HOMO-LUMO gap (alpha / beta)   8.81 / 8.66 eV
Expectation value of S²   6.02
Highest occupied orbital energy (alpha / beta)   -8.23 / -8.45 eV
Charge   0


Entry 2:
The following is a quantum chemistry calculation of a cluster of 2 separate species, C14H38BN3O8P2 in total, from the Open Molecules 2025 dataset.

XYZ file:
```
66
Properties=species:S:1:pos:R:3:mulliken_charge:R:1
C 0.0613 -5.4452 -2.1176 -1.068
C -1.4058 -5.1596 -1.5856 0.040
O -1.2726 -4.2742 -0.4501 -0.442
B -2.4936 -3.5313 -0.2688 0.660
O -3.4109 -4.1052 0.6740 -0.531
C -2.8142 -2.1307 -1.0075 -0.029
C -4.3735 -1.8189 -0.9306 -0.914
O -5.1824 -2.9203 -1.3216 -0.393
C -5.4428 -2.9329 -2.7267 -0.446
O -2.4773 -2.0922 -2.4043 -0.068
C -1.0846 -1.8821 -2.6327 0.902
C -0.5390 -0.4595 -2.2156 -0.660
C 0.5232 -0.7034 -1.0557 -1.002
P -0.8692 -1.9866 -4.5137 0.623
O 0.4283 -1.3980 -4.9981 -0.702
O -0.8571 -3.6270 -4.9767 -0.563
O -2.2424 -1.3203 -5.2255 -0.570
H 0.7489 -5.2975 -1.2478 0.272
H 0.1287 -6.4811 -2.5174 0.375
H 0.2989 -4.6515 -2.8637 0.241
H -1.8537 -6.1143 -1.2000 0.411
H -2.0185 -4.6877 -2.3975 -0.015
H -3.6602 -4.9443 0.2551 0.285
H -2.3282 -1.3229 -0.3896 0.182
H -4.5703 -1.4432 0.0998 0.412
H -4.5702 -0.9627 -1.6338 0.364
H -6.3290 -3.6084 -2.8722 0.243
H -4.5796 -3.4650 -3.2227 0.060
H -5.6374 -1.9292 -3.1713 0.291
H -0.4113 -2.6735 -2.2221 -0.257
H -1.3948 0.0937 -1.7445 0.213
H -0.1271 0.1435 -3.0534 0.511
H 1.3810 -1.3181 -1.4441 0.275
H 0.9134 0.2539 -0.6144 0.374
H 0.0298 -1.3097 -0.2455 0.204
H -1.7272 -3.9493 -4.6773 0.371
H -2.9173 -2.0148 -5.1374 0.369
C 2.3516 2.3350 4.6001 -1.074
N 2.7138 2.0985 3.2204 0.174
C 3.4015 0.8303 3.0191 -1.119
P 2.4448 3.0944 1.8540 0.849
O 1.5888 2.0716 1.0916 -0.703
N 1.1565 4.2052 2.1316 0.175
C 0.7155 4.7059 3.4190 -1.065
C 0.0178 4.1520 1.2202 -1.035
N 3.5483 4.3265 2.4973 -0.148
C 3.6920 5.4754 1.5654 -1.110
C 4.9243 3.8745 2.7839 -1.028
H 2.6635 3.3226 4.9514 0.333
H 2.8380 1.6256 5.2745 0.463
H 1.2739 2.2201 4.7520 0.246
H 4.4857 0.9427 3.1535 0.289
H 3.2365 0.4380 2.0130 0.275
H 3.0509 0.0601 3.7101 0.476
H 0.0795 3.9826 3.9408 0.292
H 0.1314 5.6236 3.2937 0.374
H 1.5444 4.9877 4.0652 0.288
H -0.6709 3.3408 1.4809 0.306
H 0.3494 4.0108 0.1921 0.304
H -0.5392 5.0930 1.2345 0.324
H 4.1370 5.1642 0.6157 0.359
H 4.3184 6.2530 2.0082 0.414
H 2.7336 5.9438 1.3486 0.314
H 5.3635 3.3504 1.9309 0.364
H 4.9597 3.2195 3.6538 0.275
H 5.5663 4.7214 3.0353 0.375
```

Output
HOMO-LUMO gap   7.63 eV
Highest occupied orbital energy   -8.13 eV
SMILES   CCOB(O)[C@H](COC)O[C@H](CC)P(=O)(O)O.CN(C)P(=O)(N(C)C)N(C)C
Charge   0


Entry 3:
The following is a quantum chemistry calculation of a structure of composition C2H6N3OS, from the Open Molecules 2025 dataset.

XYZ file:
```
13
Properties=species:S:1:pos:R:3:mulliken_charge:R:1
C -3.5800 0.7652 0.2167 -0.070
C -1.7156 -0.9535 -0.2159 0.478
N -3.9314 -0.4777 0.1514 -0.252
N -0.5458 -1.3148 -0.2094 -0.534
N 1.5510 0.1691 0.0305 -0.445
O -2.9045 -1.3194 -0.0519 -0.048
S -1.9541 1.3083 0.0396 -0.206
H -4.3089 1.4693 0.3269 0.439
H 0.6577 -0.3899 0.0086 0.264
H -0.5042 -2.2643 -0.4418 0.208
H 1.6344 -0.0707 1.0107 0.420
H 1.5071 1.1946 -0.2626 0.368
H 2.2779 -0.1651 -0.6409 0.377
```

Output
HOMO-LUMO gap   9.09 eV
Highest occupied orbital energy   -13.20 eV
Energy above the lowest of the compared OMol25 structures with the same formula, charge and spin   102.6 kcal/mol
Charge   +1


Entry 4:
The following is a quantum chemistry calculation of the molecule C5H8N2, from the Open Molecules 2025 dataset.

XYZ file:
```
15
Properties=species:S:1:pos:R:3:mulliken_charge:R:1
C 1.9441 0.7928 -1.3823 -0.760
N 1.1664 0.0976 -0.3435 -0.207
C 0.9878 -1.5986 0.8617 -0.114
N -0.2034 -1.3343 1.1743 -0.294
C -0.9026 -0.3660 0.6109 0.051
C -2.3647 -0.1570 0.8521 -1.209
C -0.0992 0.3948 -0.2732 0.295
H 1.3419 1.5613 -1.8991 0.270
H 2.8169 1.2948 -0.9460 0.260
H 2.3035 0.0940 -2.1458 0.261
H 1.7636 -1.6313 1.6336 0.215
H -2.6814 -0.7724 1.7011 0.323
H -2.5629 0.8980 1.0868 0.309
H -2.9598 -0.4393 -0.0279 0.275
H -0.5502 1.1657 -0.9027 0.326
```

Output
HOMO-LUMO gap   8.65 eV
Highest occupied orbital energy   -7.73 eV
Energy above the lowest of the compared OMol25 structures with the same formula, charge and spin   68.9 kcal/mol
Charge   0


Entry 5:
The following is a quantum chemistry calculation of a cluster of 3 separate species, C6H12O in total, from the Open Molecules 2025 dataset.

XYZ file:
```
19
Properties=species:S:1:pos:R:3:mulliken_charge:R:1
C 0.2654 2.1733 0.8468 -0.384
C 1.3055 1.4404 0.6178 -0.324
C 0.7837 2.2075 -0.5627 -0.449
H -0.4633 2.5486 1.5489 0.440
H 2.0634 0.7544 0.9627 0.400
H 0.2441 1.6759 -1.3523 0.138
H 1.3283 3.0848 -0.9186 0.231
C -2.0480 0.5686 -0.0595 -0.258
O -1.8212 0.0229 -1.1101 -0.392
H -2.3883 1.6214 -0.0113 0.353
H -1.9122 0.0559 0.9132 0.275
C 0.0584 -2.3793 0.1763 -0.795
C 0.8401 -1.5959 -0.8724 -0.302
H 0.1439 -3.4586 0.0100 0.332
H 0.4193 -2.1737 1.1915 0.240
H -1.0026 -2.1110 0.1319 0.184
H 0.4407 -1.7693 -1.8765 0.274
H 1.9005 -1.8727 -0.8741 0.348
H 0.7684 -0.5212 -0.6882 -0.312
```

Output
HOMO-LUMO gap   10.43 eV
Highest occupied orbital energy   -9.70 eV
Energy above the lowest of the compared OMol25 structures with the same formula, charge and spin   94.2 kcal/mol
SMILES   C1=CC1.C=O.CC
Charge   0


Entry 6:
The following is a quantum chemistry calculation of a cluster of 2 separate species, C3H9N3O in total, from the Open Molecules 2025 dataset.

XYZ file:
```
16
Properties=species:S:1:pos:R:3:mulliken_charge:R:1
C -0.8755 -0.4555 -0.8964 -0.804
C -1.9827 0.3914 -0.3241 -0.428
N 1.5696 -0.9312 -0.0536 -0.100
N 2.2124 0.2268 -0.1876 -0.251
N 1.2150 -1.1330 1.1926 -0.286
C -0.7288 0.9949 0.2001 0.043
O -0.2938 0.8820 1.4109 -0.762
H 2.4119 0.4593 -1.1475 0.279
H 1.9535 0.9851 0.4441 0.309
H 0.5558 -0.2426 1.5969 0.332
H 0.7829 -2.0471 1.2699 0.283
H -0.8170 -1.4729 -0.5422 0.286
H -0.5991 -0.3117 -1.9314 0.244
H -0.2493 1.7462 -0.4402 0.361
H -2.5970 -0.0836 0.4332 0.251
H -2.5580 0.9920 -1.0246 0.243
```

Output
HOMO-LUMO gap (alpha / beta)   7.33 / 7.33 eV
Highest occupied orbital energy (alpha / beta)   -7.47 / -7.47 eV
Energy above the lowest of the compared OMol25 structures with the same formula, charge and spin   124.5 kcal/mol
Charge   0


Entry 7:
The following is a quantum chemistry calculation of a cluster of 2 separate species, C4H9N2O2 in total, from the Open Molecules 2025 dataset.

XYZ file:
```
17
Properties=species:S:1:pos:R:3:mulliken_spin:R:1
N -2.1813 -0.1302 -3.2639 0.000
C -1.4104 -0.3692 -2.1071 -0.011
O -0.1504 -0.1878 -2.2678 0.113
O -2.0486 -0.7699 -1.0950 0.045
H -1.6226 -0.1177 -4.1077 0.001
H -3.0619 -0.6202 -3.3030 0.002
C 0.1546 0.4362 2.9806 0.001
C 0.5740 0.6306 1.5156 0.332
C 1.6704 0.0247 1.0064 0.092
N 2.0115 0.0376 -0.3425 0.384
H 0.9197 -0.1391 3.5622 -0.001
H 0.0793 1.4319 3.4152 0.027
H -0.8476 -0.0380 3.0602 0.027
H -0.0684 1.2219 0.8743 0.015
H 2.1682 -0.7271 1.6188 0.001
H 2.6306 -0.7282 -0.5796 -0.016
H 1.1829 0.0446 -0.9665 -0.011
```

Output
Multiplicity   2
HOMO-LUMO gap (alpha / beta)   8.82 / 4.18 eV
Expectation value of S²   0.76
Highest occupied orbital energy (alpha / beta)   -8.44 / -7.91 eV
Energy above the lowest of the compared OMol25 structures with the same formula, charge and spin   11.5 kcal/mol
Charge   0


Energy list, top to bottom, in eV: -67124.9222 -55238.8157 -19513.7740 -8292.0094 -8460.2701 -9770.1383 -11366.9083